No. 1
The following is a quantum chemistry calculation of the molecule CH3N3P2 in a non-equilibrium geometry, from the OMol25 dataset.

Structure (ORCA input):
```
! wB97M-V def2-TZVPD RIJCOSX def2/J DEFGRID3
* xyz 0 1
P 0.84344 0.63009 1.78316
P -0.41996 0.45921 0.03560
N -0.91981 -0.80711 -2.71999
N -0.10535 -1.05732 -1.98628
N -1.40604 1.32450 -0.65637
C 0.45745 -0.98572 -0.90400
H 0.12411 -0.06106 2.75172
H 1.40313 -1.27789 -0.56329
H 0.02302 1.77530 2.25945
*
```

Output
Kohn-Sham gap	8.5	eV
HOMO energy	-9.12	eV
relative energy (zero: lowest compared OMol25 entry of this formula, charge and spin)	218.6	kJ/mol
LUMO energy	-0.60	eV

These are the Löwdin partial charges, in e, on atoms 1 to 8:
1. P 0.54
2. P 0.42
3. N 0.23
4. N -0.25
5. N -0.35
6. C -0.34
7. H -0.17
8. H 0.02



No. 2
The following is a quantum chemistry calculation of a cluster of 2 separate species, CH3N3S in total in a non-equilibrium geometry, from the OMol25 dataset.

Structure (ORCA input):
```
! wB97M-V def2-TZVPD RIJCOSX def2/J DEFGRID3
* xyz 0 1
S 2.40593 -0.34088 0.63552
N -1.54056 -0.31759 0.48583
N -0.45592 -0.21452 0.23494
N -2.74119 -0.33285 0.57959
C 2.00253 0.41058 -0.75579
H 1.55198 1.39584 -0.69663
H 2.10055 -0.07406 -1.83940
H -3.32332 -0.52652 1.35593
*
```

Output
Kohn-Sham gap (spin up / spin down)	8.3 / 8.3	eV
HOMO energy (spin up / spin down)	-8.60 / -8.60	eV
relative energy (zero: lowest compared OMol25 entry of this formula, charge and spin)	181.6	kJ/mol
LUMO energy (spin up / spin down)	-0.30 / -0.30	eV

Here is what Löwdin gives for the atomic charges, in e:
1. S 0.54
2. N -0.28
3. N 0.17
4. N 0.10
5. C -0.63
6. H -0.02
7. H 0.06
8. H 0.06



No. 3
The following is a quantum chemistry calculation of the ion CH3N4Si with charge -1 in a non-equilibrium geometry, from the OMol25 dataset.

Structure (ORCA input):
```
! wB97M-V def2-TZVPD RIJCOSX def2/J DEFGRID3
* xyz -1 1
Si -0.13926 -0.18634 1.17823
N -0.28421 0.91195 -1.74550
N 1.22316 -0.62319 -1.28777
N 0.68282 0.13017 -2.19164
N 0.90855 -0.82934 -0.10720
C -1.10686 1.13164 -0.85193
H -1.42280 -1.13846 1.19151
H -0.56278 1.19109 1.44582
H 0.70138 -0.58753 2.36847
*
```

Output
Kohn-Sham gap	8.2	eV
HOMO energy	-3.77	eV
relative energy (zero: lowest compared OMol25 entry of this formula, charge and spin)	335.9	kJ/mol
LUMO energy	4.40	eV

These are the Löwdin partial charges, in e, on atoms 1 to 8:
1. Si 0.32
2. N -0.19
3. N -0.25
4. N -0.17
5. N -0.22
6. C -0.12
7. H -0.09
8. H -0.15



No. 4
The following is a quantum chemistry calculation of a cluster of 2 separate species, CH3N5O3 in total in a non-equilibrium geometry, from the OMol25 dataset.

Structure (ORCA input):
```
! wB97M-V def2-TZVPD RIJCOSX def2/J DEFGRID3
* xyz 0 3
O -1.77565 0.18652 -1.56552
O 2.58652 -1.10070 0.29633
O 1.58083 -0.12853 -1.42804
N -1.09546 0.53082 -0.36470
N -1.59242 -2.80947 -0.03300
N 2.59989 -0.62691 -0.99541
N -0.67959 -0.51743 0.21449
N 0.10645 -0.64768 1.24821
C -1.11171 -1.80402 -0.10094
H 0.42791 0.24885 1.53629
H -1.59800 0.88275 -2.11250
H 1.71169 -0.87399 0.78290
*
```

Output
Kohn-Sham gap (spin up / spin down)	8.2 / 7.8	eV
HOMO energy (spin up / spin down)	-8.31 / -10.80	eV
relative energy (zero: lowest compared OMol25 entry of this formula, charge and spin)	0.0	kJ/mol
LUMO energy (spin up / spin down)	-0.06 / -2.96	eV

These are the Löwdin partial charges, in e, on atoms 1 to 8:
1. O 0.05
2. O -0.03
3. O -0.03
4. N 0.07
5. N 0.20
6. N -0.07
7. N -0.29
8. N 0.17



No. 5
The following is a quantum chemistry calculation of a cluster of 2 separate species, CH3NO2 in total in a non-equilibrium geometry, from the OMol25 dataset.

Structure (ORCA input):
```
! wB97M-V def2-TZVPD RIJCOSX def2/J DEFGRID3
* xyz -2 1
O 1.75298 5.08002 4.84737
O 1.51962 5.27602 2.58529
N 1.61688 4.53105 3.64147
C 1.70295 3.09890 3.51277
H -5.68087 -5.53074 -7.49427
H 1.87884 2.67750 4.39747
H 1.52108 2.65928 2.48969
*
```

Output
Kohn-Sham gap	4.3	eV
HOMO energy	1.50	eV
relative energy (zero: lowest compared OMol25 entry of this formula, charge and spin)	159.6	kJ/mol
LUMO energy	5.81	eV

Here is what Löwdin gives for the atomic charges, in e:
1. O -0.22
2. O -0.19
3. N -0.51
4. C -0.06
5. H -1.00
6. H -0.05
7. H 0.04



No. 6
The following is a quantum chemistry calculation of the molecule CH3NO2 in a non-equilibrium geometry, from the OMol25 dataset.

Structure (ORCA input):
```
! wB97M-V def2-TZVPD RIJCOSX def2/J DEFGRID3
* xyz 0 1
O 0.11357 0.12723 0.74203
O -0.91485 1.38825 -0.88480
N 0.73749 -0.91896 1.73118
C -0.26319 0.36492 -0.55141
H -1.25846 1.73035 -0.06643
H -0.01088 -0.20548 -1.38831
H 0.70658 -1.85756 1.40402
*
```

Output
Kohn-Sham gap (spin up / spin down)	7.7 / 7.7	eV
HOMO energy (spin up / spin down)	-7.51 / -7.51	eV
relative energy (zero: lowest compared OMol25 entry of this formula, charge and spin)	656.0	kJ/mol
LUMO energy (spin up / spin down)	0.14 / 0.15	eV

Here is what Löwdin gives for the atomic charges, in e:
1. O -0.18
2. O 0.18
3. N -0.01
4. C -0.18
5. H 0.14
6. H 0.13
7. H -0.08



No. 7
The following is a quantum chemistry calculation of a structure of composition CH3NO2 in a non-equilibrium geometry, from the OMol25 dataset.

Structure (ORCA input):
```
! wB97M-V def2-TZVPD RIJCOSX def2/J DEFGRID3
* xyz 0 1
O 0.68730 -0.72746 0.29518
O 0.25621 1.10993 -1.30520
N 0.00143 0.66556 -0.11593
C -0.41896 -0.88133 0.85183
H -0.69236 1.33483 -1.78690
H -1.92041 -1.97752 3.04871
H -3.01178 -1.91823 2.76602
*
```

Output
Kohn-Sham gap	9.1	eV
HOMO energy	-8.82	eV
relative energy (zero: lowest compared OMol25 entry of this formula, charge and spin)	1058.9	kJ/mol
LUMO energy	0.32	eV

Here is what Löwdin gives for the atomic charges, in e:
1. O -0.10
2. O -0.07
3. N -0.15
4. C 0.11
5. H 0.19
6. H 0.00
7. H 0.02



No. 8
The following is a quantum chemistry calculation of the molecule CH3NO2 in a non-equilibrium geometry, from the OMol25 dataset.

Structure (ORCA input):
```
! wB97M-V def2-TZVPD RIJCOSX def2/J DEFGRID3
* xyz 0 1
O -0.03575 -0.48378 1.20782
O -1.03140 0.76605 -0.37098
N 1.08736 -0.20596 -0.82599
C -0.10927 0.03569 -0.04130
H 1.59520 -1.02086 -0.56271
H 0.84975 0.19300 -1.75282
H -0.86361 -0.20274 1.65054
*
```

Output
Kohn-Sham gap	11.3	eV
HOMO energy	-10.61	eV
relative energy (zero: lowest compared OMol25 entry of this formula, charge and spin)	36.5	kJ/mol
LUMO energy	0.69	eV

Here is what Löwdin gives for the atomic charges, in e:
1. O 0.08
2. O 0.05
3. N 0.14
4. C -0.61
5. H 0.08
6. H 0.12
7. H 0.13